Entry 1:
A structure of composition C4H4F7N2NaO6S2 in a non-equilibrium geometry. Source: OMol25; level of theory: ωB97M-V with the def2-TZVPD basis set.

Structure (XYZ):
```
26
Properties=species:S:1:pos:R:3:forces:R:3:lowdin_charge:R:1
Na 0.901 -0.972 0.353 1.7 -0.1 0.3 0.35
F 1.630 3.906 1.927 0.0 -0.1 -0.2 0.08
C 2.111 3.381 0.781 0.0 0.2 0.0 -0.62
F 1.609 4.080 -0.260 0.1 -0.1 0.2 0.09
F 3.423 3.659 0.812 -0.2 -0.1 0.0 0.09
S 1.511 1.559 0.571 1.2 1.3 0.1 0.60
O 1.678 0.625 1.668 0.3 0.3 0.6 -0.32
O 1.237 1.054 -0.767 0.3 0.1 -0.5 -0.34
N -0.008 2.232 0.932 -0.3 -0.5 0.0 -0.32
S -1.137 1.281 0.528 -1.2 0.4 -0.3 0.58
O -0.877 -0.148 0.616 -1.6 0.4 0.2 -0.35
O -2.420 1.698 1.042 0.1 0.1 0.2 -0.33
C -1.439 1.490 -1.343 -0.2 0.0 0.0 -0.62
F -0.849 2.581 -1.852 -0.1 -0.1 0.1 0.10
F -1.070 0.432 -2.079 0.0 0.1 0.1 0.10
F -2.776 1.646 -1.560 0.3 0.0 -0.1 0.07
N -1.859 -3.008 -0.960 0.0 -0.1 0.1 -0.01
C -1.099 -3.827 -0.005 0.1 0.2 -0.1 -0.21
C 0.322 -3.288 0.305 -0.2 -0.9 -0.1 -0.72
O 0.784 -3.467 1.448 -0.1 0.1 0.0 -0.03
O 0.900 -2.702 -0.650 -0.1 -1.1 -0.7 -0.09
H -1.194 -2.762 -1.689 0.0 0.0 0.0 0.05
H -2.053 -2.117 -0.511 0.0 0.0 0.0 0.04
H -0.979 -4.829 -0.431 0.0 0.0 0.1 0.09
H -1.655 -3.923 0.927 0.0 0.0 0.0 0.10
F 3.309 1.418 0.197 0.0 -0.3 -0.1 -0.39
```
Forces are in eV/Å.

* gap between HOMO and LUMO: 7.03 eV
* total charge: -2
* HOMO level: -2.696 eV
* electronic energy: -64589.334 eV
* F_max: 1.75 eV/A

***

Entry 2:
The ion C19H26N3O3S with charge +1. Source: OMol25; level of theory: ωB97M-V with the def2-TZVPD basis set.

Structure (XYZ):
```
52
Properties=species:S:1:pos:R:3:forces:R:3:lowdin_charge:R:1
C -0.155 -3.966 0.879 0.1 -0.1 0.1 -0.07
H -0.152 -5.016 0.578 0.0 0.0 0.0 0.10
H 0.879 -3.625 0.996 0.0 0.0 0.0 0.09
H -0.679 -3.868 1.826 0.1 0.0 0.0 0.10
O -0.868 -3.174 -0.056 -0.2 0.2 -0.1 -0.23
C -0.356 -3.201 -1.366 0.1 0.2 0.0 -0.18
C 0.637 -2.056 -1.587 0.1 -1.0 0.1 -0.10
N -0.077 -0.749 -1.554 -0.3 0.2 0.4 0.07
H -0.652 -0.678 -2.403 0.2 0.2 0.2 0.17
C 0.892 0.388 -1.592 0.2 0.4 -0.4 -0.78
N 1.254 0.874 -0.409 -0.3 -0.4 -0.4 -0.10
C 2.381 1.788 -0.315 0.6 0.2 -0.1 -0.12
C 3.508 1.125 0.435 0.1 0.0 0.2 -0.19
C 4.116 1.716 1.536 0.0 -0.2 -0.2 -0.02
C 5.135 1.037 2.184 0.0 0.0 -0.1 -0.04
C 5.490 -0.222 1.720 0.1 0.3 0.3 -0.13
N 4.914 -0.792 0.676 0.1 -0.5 -0.2 0.07
C 3.965 -0.131 0.046 -0.2 0.3 0.0 -0.11
H 3.549 -0.627 -0.824 -0.1 0.0 -0.1 0.11
H 6.265 -0.801 2.201 0.1 0.0 0.1 0.11
H 5.636 1.472 3.033 0.1 0.0 0.1 0.11
H 3.805 2.695 1.874 0.0 0.1 0.0 0.12
H 2.065 2.701 0.196 0.0 -0.1 0.0 0.14
H 2.699 2.047 -1.327 -0.2 0.0 0.2 0.09
C 0.570 0.540 0.838 -0.4 -0.1 0.3 -0.07
C -0.916 0.786 0.721 -0.1 0.1 0.2 -0.24
C -1.387 2.031 0.350 0.1 -0.3 0.1 -0.03
C -2.748 2.250 0.190 -0.3 -0.1 0.0 0.02
C -3.662 1.228 0.396 0.0 -0.2 0.0 -0.20
C -3.189 -0.055 0.787 -0.2 0.1 -0.2 -0.18
C -1.826 -0.262 0.931 -0.2 0.2 0.4 0.00
H -1.468 -1.220 1.275 0.0 -0.1 0.0 0.10
O -4.141 -0.987 0.974 0.0 0.5 -0.1 -0.04
C -3.776 -2.254 1.478 0.1 -0.3 0.1 -0.05
H -3.107 -2.783 0.793 0.0 0.1 0.0 0.08
H -3.306 -2.168 2.462 0.0 0.0 0.0 0.11
H -4.709 -2.806 1.573 0.1 0.0 0.0 0.10
O -4.995 1.330 0.264 0.2 -0.4 0.1 -0.04
C -5.560 2.581 -0.062 -0.1 0.3 -0.1 -0.06
H -5.324 3.336 0.693 0.0 0.0 0.0 0.10
H -5.228 2.927 -1.045 0.0 0.0 0.0 0.10
H -6.636 2.417 -0.083 0.1 0.1 0.0 0.10
H -3.087 3.234 -0.088 -0.1 0.1 0.0 0.11
H -0.700 2.847 0.187 0.1 0.1 -0.1 0.12
H 0.998 1.180 1.612 0.1 -0.1 -0.1 0.15
H 0.773 -0.497 1.128 0.0 0.1 0.0 0.14
S 1.403 0.818 -3.082 0.0 -0.1 -0.2 0.80
H -0.719 -0.698 -0.718 0.2 0.0 -0.5 0.13
H 1.388 -2.057 -0.794 0.0 0.1 -0.1 0.13
H 1.142 -2.153 -2.550 -0.1 0.2 0.1 0.13
H -1.209 -3.095 -2.043 0.1 -0.1 0.0 0.14
H 0.138 -4.155 -1.579 0.0 0.1 -0.1 0.14
```
Forces are in eV/Å.

* gap between HOMO and LUMO: 8.10 eV
* total charge: +1
* HOMO level: -11.100 eV
* electronic energy: -41565.314 eV
* F_max: 0.99 eV/A